1.
# C7H15N

A molecular structure, C7H15N at a distorted geometry (ωB97M-V/def2-TZVPD, the Open Molecules 2025 dataset).

Net charge = 0
Spin multiplicity = 1
LUMO = 0.88 eV
ΔE to the lowest compared entry with this formula, charge and spin = 403.0 kJ/mol
HOMO = -8.7 eV

Each line ends with the Mulliken charge.
Element x y z (Å)
N  0.368  0.014  1.335  -0.79
C  1.491  -1.576  -0.310  -1.30
H  3.078  0.750  1.180  0.24
H  -1.434  -0.170  -1.564  0.28
H  -3.560  -1.021  -0.162  0.31
C  2.426  0.746  0.107  -0.90
H  0.665  -2.342  -0.429  0.34
H  -1.694  2.097  -0.289  0.28
H  -1.127  -1.555  -0.418  0.28
C  -0.554  1.781  -0.272  -1.74
H  -3.095  0.539  0.597  0.26
H  -0.243  2.053  -1.336  0.31
H  1.983  -1.315  -1.358  0.30
C  -1.299  -0.533  -0.487  -0.61
C  1.169  -0.261  0.220  0.88
C  -0.285  0.378  0.086  1.15
H  -0.231  2.658  0.382  0.45
H  -0.016  -0.882  1.725  0.36
H  2.249  -2.093  0.371  0.27
C  -2.657  -0.498  0.317  -1.13
H  2.117  1.966  -0.107  0.25
H  -2.488  -0.875  1.349  0.29
H  3.136  0.140  -0.937  0.23

***

2.
# C49H103N5O7S

6 unconnected molecules or ions with the total composition C49H103N5O7S at a distorted geometry (ωB97M-V/def2-TZVPD, the Open Molecules 2025 dataset).

SMILES = CC1(C)CCCC(C)(C)N1O.CC1(C)CCCC(C)(C)N1O.CC1(C)CCCC(C)(C)N1O.CC1(C)CCCC(C)(C)N1O.CC1(C)CCCC(C)(C)N1O.O=S1(=O)CCCC1
Net charge = 0
Spin multiplicity = 1
LUMO = 0.34 eV
ΔE to the lowest compared entry with this formula, charge and spin = 455.3 kJ/mol
HOMO = -7.8 eV

Each line ends with the Mulliken charge.
Element x y z (Å)
C  -2.438  4.437  -0.906  -1.65
C  -5.406  -0.171  -1.030  -1.35
C  -1.941  5.469  0.177  1.23
C  -1.748  3.069  -0.894  0.66
H  -2.516  5.978  2.326  0.52
H  0.676  -3.967  -0.343  0.63
H  -9.559  0.648  1.004  0.43
O  0.075  6.352  1.117  -0.52
H  -0.305  -1.049  -6.929  0.52
C  4.336  -2.185  -3.985  -0.79
H  7.352  -2.412  3.548  0.40
C  -1.246  -0.688  -6.514  -1.30
N  0.575  -2.033  1.387  0.11
H  -8.297  1.047  -0.308  0.31
H  1.478  0.234  -0.625  0.36
H  -2.905  -1.048  -2.213  0.24
H  4.818  -0.445  7.127  0.47
H  2.882  -2.773  2.684  0.44
H  0.651  -0.695  -1.766  0.37
H  8.840  -3.608  6.261  0.42
H  -3.853  -2.427  -4.474  0.36
H  2.865  -3.250  0.282  0.55
H  -3.479  0.987  -7.906  0.28
H  3.749  -4.942  -4.540  0.40
C  -3.863  1.242  -6.918  -1.47
C  -5.332  -0.337  0.477  2.20
H  -3.304  -1.064  0.568  0.30
C  -2.606  1.510  -6.025  1.31
C  1.564  4.835  -1.236  -1.86
C  8.594  -1.590  6.205  -0.66
C  -2.688  5.238  1.544  -1.59
C  3.351  -3.154  -3.291  0.47
H  2.228  -3.742  -6.629  0.44
C  6.790  -3.313  5.374  2.07
C  -8.202  -0.514  2.841  -1.72
H  -1.769  2.669  0.120  -0.05
O  4.682  -2.217  -6.678  -0.69
H  -3.516  4.363  -0.765  0.64
H  -4.394  0.453  -6.387  0.31
H  -0.567  -3.071  1.658  0.40
H  0.722  -3.033  -1.836  0.07
S  3.608  -1.989  -5.649  1.03
H  6.749  -5.474  6.099  0.37
H  7.888  0.421  6.395  0.39
C  2.616  -1.728  2.528  -1.80
H  -3.907  1.282  0.637  -0.39
H  -7.780  2.206  2.036  0.47
O  -7.084  -2.005  0.543  -0.50
H  -9.184  -0.060  2.968  0.42
H  -8.948  -0.385  -0.045  0.47
H  0.348  -3.228  3.698  0.43
H  1.310  5.516  -2.048  0.41
H  -6.227  2.271  0.231  0.38
H  -2.223  2.337  -1.548  -0.50
C  0.742  -0.568  -0.687  -1.70
H  -6.707  -2.790  0.947  0.34
H  6.643  1.099  4.349  0.44
H  2.360  5.429  -0.787  0.37
H  1.649  0.884  2.223  0.30
C  -5.764  1.978  1.173  -0.38
H  7.159  -0.742  7.493  0.47
H  -1.217  -2.171  -5.356  0.38
H  -4.295  -1.858  1.648  0.54
H  4.331  -1.880  1.250  0.42
H  -0.067  2.176  -0.970  -0.45
C  6.613  0.014  4.251  -1.33
H  -0.613  -2.846  -1.029  0.34
C  5.129  -0.002  6.181  -1.83
H  -2.408  4.985  -1.848  0.48
H  4.094  -2.872  5.092  0.29
H  1.389  -2.185  4.595  0.32
H  5.423  1.004  6.482  0.41
C  2.584  -3.465  -5.637  0.09
H  7.509  -3.204  7.406  0.45
H  5.525  -5.004  4.884  0.36
H  -2.239  3.483  -6.989  0.44
C  -2.288  3.102  -5.969  -1.98
C  -4.719  0.849  1.221  -0.59
H  3.380  -0.395  0.988  0.40
H  -3.004  2.183  -3.408  0.19
H  -4.497  0.317  -1.382  0.02
H  0.550  3.397  1.827  0.35
H  -3.124  3.535  -5.420  0.49
C  0.438  -2.999  -0.785  -2.23
C  7.919  -3.044  6.408  -1.38
C  6.111  -4.668  5.740  -1.88
H  -0.115  3.289  -2.252  0.59
H  -0.413  1.311  -6.231  0.43
H  -6.360  0.308  -1.250  0.29
C  1.083  3.597  0.897  -2.07
H  1.698  -2.885  -5.381  -0.37
O  -3.543  1.543  -3.879  -0.50
H  1.860  4.234  1.318  0.58
H  -5.413  -1.079  -1.634  0.29
N  -6.558  -0.819  1.160  0.42
C  1.107  -1.864  -0.001  2.49
H  0.011  0.352  2.105  0.32
C  -0.295  3.221  -1.179  -0.60
C  -1.326  0.867  -6.627  -1.38
O  -0.854  -2.162  1.544  -0.20
C  7.444  -0.573  6.455  -1.37
H  8.436  -3.661  3.982  0.31
H  -4.582  -2.431  0.119  0.51
C  0.618  -2.180  3.825  -1.91
H  4.177  -0.019  5.650  0.20
H  -7.641  -0.411  3.770  0.33
C  6.291  -0.778  5.576  1.57
H  7.620  -0.251  3.930  0.44
C  0.412  4.346  -0.331  2.01
H  -1.523  -0.107  -2.462  0.18
H  2.042  3.981  -1.716  0.44
H  -3.327  6.810  -0.860  0.33
N  5.846  -2.247  5.477  -0.13
C  -8.585  0.449  0.557  -1.87
C  -2.358  6.863  -0.364  -1.87
O  2.723  -0.841  -5.670  -0.54
H  -0.146  -0.119  -0.244  0.10
N  -2.652  0.899  -4.655  0.81
H  -4.399  0.765  2.260  0.49
C  2.952  -4.234  -4.315  -1.16
O  4.774  -2.419  4.588  -0.10
H  -1.610  7.164  -1.097  0.46
C  2.657  -2.192  0.119  -0.92
C  1.121  -1.407  2.535  2.37
H  -3.853  -1.446  -5.924  0.53
H  -5.204  2.857  1.491  0.23
C  -3.879  -1.398  -4.835  -2.04
H  -1.575  -1.799  -2.751  0.56
H  -1.357  3.372  -5.471  0.32
H  5.363  -4.423  6.494  0.41
H  6.964  -4.032  3.219  0.32
H  -8.469  -1.559  2.683  0.38
C  0.939  0.174  2.647  -1.90
H  -0.317  -1.700  4.111  0.42
N  -0.465  5.387  0.267  0.49
H  -0.300  -1.172  -4.647  0.23
H  -1.218  1.125  -7.681  0.50
H  2.408  -2.656  -3.067  -0.66
C  -6.895  1.569  2.063  -1.45
H  -6.659  1.620  3.126  0.43
H  3.174  -1.234  3.324  0.42
C  7.377  -3.401  4.006  -1.82
H  -4.611  2.034  -6.953  0.40
H  4.634  -1.177  -3.696  0.46
H  2.185  -4.925  -3.964  0.42
H  -2.149  -0.977  -7.051  0.18
C  3.325  -1.467  1.179  -1.22
H  3.716  -3.570  -2.352  0.64
H  -2.468  4.204  1.810  0.27
H  -0.146  6.177  2.034  0.34
H  0.816  0.609  3.639  0.45
H  3.167  -1.993  -0.823  0.07
H  -3.712  5.419  1.218  0.40
H  5.210  -2.812  -4.164  0.35
C  -2.576  -0.552  -4.397  2.16
C  -1.265  -1.102  -5.148  -0.79
H  5.820  -0.280  3.563  -0.02
C  -7.536  0.075  1.602  1.52
C  -4.301  -1.503  0.617  -2.48
C  -2.121  -0.876  -2.950  -1.95
H  -2.263  7.628  0.407  0.38
H  9.232  -1.433  7.074  0.43
H  -4.861  -0.975  -4.626  0.37
H  8.984  -1.492  5.192  0.34
H  1.651  2.675  0.771  0.35

***

3.
# C5H7N

A molecular structure, C5H7N at a distorted geometry (ωB97M-V/def2-TZVPD, the Open Molecules 2025 dataset).

Net charge = 0
Spin multiplicity = 1
LUMO = 1.21 eV
ΔE to the lowest compared entry with this formula, charge and spin = 464.9 kJ/mol
HOMO = -8.9 eV

Each line ends with the Mulliken charge.
Element x y z (Å)
H  1.209  0.559  1.193  0.34
H  -0.128  -2.146  0.005  0.40
H  -0.215  -0.392  2.207  0.26
H  -0.960  1.676  0.582  0.64
H  -1.839  -0.541  -0.673  0.23
C  0.906  -0.323  -0.939  -0.20
C  0.643  0.964  -0.902  -0.85
C  -0.509  0.866  0.226  -0.45
H  1.573  -1.083  -1.292  0.37
C  0.242  0.013  1.236  -0.46
H  0.904  1.682  -1.638  0.39
N  -1.225  -0.410  0.109  -0.52
C  0.058  -1.001  0.188  -0.14

***

4.
# C5H4FNS

C5H4FNS in the gas phase at a distorted geometry (ωB97M-V/def2-TZVPD, the Open Molecules 2025 dataset).

SMILES = Fc1cc(S)ccn1
Net charge = 0
Spin multiplicity = 1
LUMO = 0.24 eV
ΔE to the lowest compared entry with this formula, charge and spin = 96.6 kJ/mol
HOMO = -9.2 eV

Each line ends with the Mulliken charge.
Element x y z (Å)
C  -0.924  1.815  -0.061  -0.37
F  -2.384  -1.417  0.113  -0.26
C  0.437  1.441  0.054  -0.47
H  -1.272  2.855  0.018  0.35
S  2.435  -0.366  0.021  -0.27
H  0.105  -1.905  -0.114  0.46
H  1.248  2.136  0.086  0.37
N  -1.770  0.799  0.089  -0.47
C  0.840  0.052  -0.046  0.74
H  2.178  -1.630  0.528  0.13
C  -0.129  -0.951  -0.241  -0.62
C  -1.453  -0.430  -0.122  0.41

***

5.
# C6H10BrCl

C6H10BrCl in the gas phase at a distorted geometry (ωB97M-V/def2-TZVPD, the Open Molecules 2025 dataset).

SMILES = C[C@]1(Cl)CC[C@]1(C)Br
Net charge = 0
Spin multiplicity = 1
LUMO = 0.83 eV
ΔE to the lowest compared entry with this formula, charge and spin = 57.9 kJ/mol
HOMO = -9.8 eV

Each line ends with the Mulliken charge.
Element x y z (Å)
H  -1.367  0.238  2.412  0.47
H  -2.561  -0.257  1.082  0.35
H  -1.727  -1.229  -0.645  0.36
C  -1.015  -0.548  -1.087  -0.85
C  1.728  1.131  -0.212  -1.71
H  2.810  0.800  -0.331  0.43
H  0.734  -1.967  -1.033  0.30
C  -1.537  -0.233  1.520  -1.58
C  0.790  -0.027  0.125  0.25
H  1.692  1.905  0.733  0.35
H  1.500  1.682  -1.084  0.49
H  1.115  -0.605  -2.012  0.24
Br  1.667  -1.061  1.505  -0.10
H  -1.287  -1.281  1.709  0.42
H  -1.430  0.107  -1.863  0.30
C  0.477  -0.929  -1.121  -0.60
Cl  -0.928  1.988  0.002  -0.23
C  -0.661  0.285  0.299  1.14

***

6.
# C3H4N2O

C3H4N2O in the gas phase (ωB97M-V/def2-TZVPD, the Open Molecules 2025 dataset).

SMILES = Oc1cc[nH]n1
Net charge = 0
Spin multiplicity = 1
LUMO = 1.05 eV
ΔE to the lowest compared entry with this formula, charge and spin = 86.8 kJ/mol
HOMO = -8.9 eV

Each line ends with the Mulliken charge.
Element x y z (Å)
N  0.760  0.773  0.808  0.29
C  1.307  -0.197  0.046  -0.43
H  2.372  -0.384  0.041  0.40
C  0.276  -0.795  -0.642  -0.40
H  1.223  1.398  1.447  0.22
H  -2.684  0.358  -0.197  0.36
H  0.321  -1.608  -1.350  0.36
C  -0.865  -0.088  -0.206  0.55
O  -2.130  -0.314  -0.618  -0.50
N  -0.580  0.857  0.670  -0.85

***

Calculated values (eV) of E_tot for the records, taken in order: -8988.3129, -85087.0494, -6783.6939, -20291.5083, -88947.7736, -8202.9861.